Computed, not measured: a cluster of 2 separate species, C3H10N2O3 in total in a non-equilibrium geometry, with ωB97M-V with the def2-TZVPD basis set.

The geometry in XYZ format:
```
18
C3H10N2O3 | the OMol25 dataset | ωB97M-V with the def2-TZVPD basis set
H -1.24 3.28 0.10
H -0.11 -2.69 0.04
H -1.24 -0.77 2.00
H 0.33 0.16 -1.52
H 2.41 0.65 0.55
O 0.32 0.99 1.45
H -1.85 -2.68 0.80
O -0.47 3.41 -0.46
H 1.17 -1.16 -0.85
C 0.13 0.03 0.71
H -1.08 -1.63 -1.67
N -0.78 -0.91 1.10
H 1.94 1.59 -0.65
C -1.08 -2.05 0.29
C 0.88 -0.13 -0.59
N 2.16 0.62 -0.45
H 0.21 3.05 0.12
O -1.72 -1.74 -0.96
```

- Kohn-Sham gap: 0.3883 hartree
- SMILES string: NCC(=O)NCO.O
- E_tot: -12395.609 eV
- Energy relative to the best compared isomer or geometry (same formula, charge and spin): 26.0 kcal/mol
- E_HOMO: -9.965 eV
- LUMO level: 0.600 eV